Entry 1:
Density functional theory data (ωB97M-V/def2-TZVPD) for a gas-phase ion, C4H7N4O (charge +1) at a distorted geometry.

XYZ file:
```
16
Properties=species:S:1:pos:R:3
C 0.909 1.780 0.476
N 0.402 0.562 -0.096
N 1.167 -0.122 -0.817
O 2.271 0.149 -1.214
C 0.815 -1.493 -1.118
C -0.343 -2.119 -0.807
N -1.313 -1.537 -0.099
C -1.333 -0.460 0.446
N -2.094 0.363 1.142
H 1.801 2.213 -0.209
H 0.181 2.457 0.425
H 1.162 1.809 1.512
H 1.745 -1.819 -1.589
H -0.647 -3.196 -0.987
H -3.082 0.573 1.045
H -1.643 0.840 1.890
```

## Properties
**SMILES string**: C/N=[N+]([O-])/C=C\[N+]#CN
**Kohn-Sham gap**: 9.5 eV
**Charge**: +1
**Maximum force**: 4.930 eV/A
**DFT total energy**: -12257.0747 eV
**HOMO energy**: -0.5399 Eh
**Relative energy (zero: lowest compared OMol25 entry of this formula, charge and spin)**: 106.2 kcal per mole

=====

Entry 2:
Density functional theory data (ωB97M-V/def2-TZVPD) for 2 unconnected molecules or ions with the total composition C4H7N4O2 at a distorted geometry.

XYZ file:
```
17
Properties=species:S:1:pos:R:3
C -0.746 -0.108 -2.381
C 0.364 0.774 -2.115
C -0.051 -0.434 1.585
C 0.179 -1.411 3.864
N -1.517 1.801 -1.749
N -1.849 0.585 -2.166
N 1.611 0.475 -2.309
N 0.212 -1.061 2.542
O -0.176 -0.123 0.464
O -0.149 1.950 -1.693
H -0.690 -0.970 -2.970
H -0.303 -2.342 4.242
H 1.208 -1.505 4.294
H -0.324 -0.585 4.434
H 1.937 -0.574 -2.388
H 2.379 1.050 -2.218
H -2.085 2.478 -1.434
```

## Properties
**Kohn-Sham gap**: 9.2 eV
**Charge**: +1
**Maximum force**: 7.053 eV/A
**DFT total energy**: -14306.8317 eV
**HOMO energy**: -0.4917 Eh
**Relative energy (zero: lowest compared OMol25 entry of this formula, charge and spin)**: 23.8 kcal per mole

=====

Entry 3:
Density functional theory data (ωB97M-V/def2-TZVPD) for 2 unconnected molecules or ions with the total composition C4H7N5O2S at a distorted geometry.

XYZ file:
```
19
Properties=species:S:1:pos:R:3
C -0.510 -3.764 0.031
C -2.004 -2.201 0.489
C -2.211 4.326 -0.666
C -2.402 -3.348 1.184
N -2.701 -1.056 0.402
N -1.437 -4.269 0.862
N -0.915 -2.504 -0.254
N -3.146 3.659 -0.768
N -1.062 4.873 -0.599
O -3.100 1.310 -0.195
O -0.760 0.299 -0.428
S -2.142 0.314 -0.068
H 0.350 -4.314 -0.371
H -3.215 -3.539 1.901
H -1.405 -5.252 1.160
H -0.560 -1.616 -0.766
H -4.132 3.556 -0.887
H -1.027 5.797 -0.135
H -0.210 4.684 -1.151
```

## Properties
**Kohn-Sham gap (spin up / spin down)**: 8.4 / 8.4 eV
**Charge**: +2
**Maximum force**: 6.362 eV/A
**DFT total energy**: -26622.7832 eV
**HOMO energy (spin up / spin down)**: -0.5877 / -0.5878 Eh
**Relative energy (zero: lowest compared OMol25 entry of this formula, charge and spin)**: 0.0 kcal per mole

=====

Entry 4:
Density functional theory data (ωB97M-V/def2-TZVPD) for 2 unconnected molecules or ions with the total composition C4H7N5O2S at a distorted geometry.

XYZ file:
```
19
Properties=species:S:1:pos:R:3
C 2.595 -2.717 -1.409
C 0.710 -2.175 -0.386
C -2.290 4.184 1.205
C 0.923 -3.505 -0.149
N -0.359 -1.432 0.060
N 2.115 -3.820 -0.803
N 1.771 -1.718 -1.086
N -1.685 3.510 0.443
N -2.923 4.725 2.107
O -1.554 0.742 0.258
O 0.596 0.774 -0.962
S -0.327 0.146 -0.075
H 3.428 -2.577 -2.014
H 0.298 -4.194 0.419
H 2.696 -4.663 -0.743
H 2.000 -0.757 -1.257
H -1.528 3.379 -0.489
H -3.640 4.307 2.777
H -2.826 5.791 2.104
```

## Properties
**Kohn-Sham gap (spin up / spin down)**: 7.5 / 7.7 eV
**Spin multiplicity**: 3
**Charge**: +2
**Maximum force**: 6.184 eV/A
**DFT total energy**: -26620.9451 eV
**HOMO energy (spin up / spin down)**: -0.5226 / -0.6616 Eh
**Relative energy (zero: lowest compared OMol25 entry of this formula, charge and spin)**: 0.0 kcal per mole

=====

Entry 5:
Density functional theory data (ωB97M-V/def2-TZVPD) for a gas-phase ion, C4H7N6 (charge +1) at a distorted geometry.

XYZ file:
```
17
Properties=species:S:1:pos:R:3
C 0.521 1.872 -1.464
C -0.189 -2.024 -0.125
C -0.470 -1.345 1.262
C -1.049 0.393 -0.178
N 1.831 2.067 -1.458
N 2.333 1.451 -0.442
N 1.427 0.873 0.263
N -0.267 -1.334 -1.141
N 0.179 1.099 -0.322
N -1.369 -0.206 0.996
H -0.143 1.986 -2.422
H 0.214 -2.975 -0.083
H -1.197 -2.019 1.762
H 0.562 -1.145 1.625
H -1.684 0.974 -0.774
H -2.361 -0.233 1.279
H 1.664 0.566 1.220
```

## Properties
**Kohn-Sham gap (spin up / spin down)**: 7.6 / 7.7 eV
**Charge**: +1
**Maximum force**: 3.610 eV/A
**DFT total energy**: -13189.5470 eV
**HOMO energy (spin up / spin down)**: -0.4832 / -0.4833 Eh
**Relative energy (zero: lowest compared OMol25 entry of this formula, charge and spin)**: 107.1 kcal per mole

=====

Entry 6:
Density functional theory data (ωB97M-V/def2-TZVPD) for a gas-phase ion, C4H7N6O2S2 (charge +1) at a distorted geometry.

XYZ file:
```
21
Properties=species:S:1:pos:R:3
C 2.291 1.770 0.143
C 3.186 0.698 0.147
C -0.186 -0.862 0.256
C -3.592 -0.864 -0.032
N -1.418 -0.399 0.494
N 0.875 -0.099 0.157
N -3.265 -0.200 -1.205
N -2.549 -1.187 0.780
N 4.517 0.459 0.029
N 0.994 1.279 0.137
O 5.448 1.130 0.247
O 4.529 -0.830 -0.370
S -5.172 -1.187 0.385
S 2.575 -0.877 -0.283
H 2.404 2.713 0.404
H 0.049 -1.818 -0.161
H -2.338 -0.420 -1.630
H -4.104 -0.191 -1.870
H -2.727 -1.518 1.645
H 0.145 1.871 0.261
H -1.662 0.528 0.467
```

## Properties
**Kohn-Sham gap (spin up / spin down)**: 6.1 / 6.1 eV
**Charge**: +1
**Maximum force**: 7.046 eV/A
**DFT total energy**: -38953.0130 eV
**HOMO energy (spin up / spin down)**: -0.4295 / -0.4295 Eh
**Relative energy (zero: lowest compared OMol25 entry of this formula, charge and spin)**: 7.7 kcal per mole

=====

Entry 7:
Density functional theory data (ωB97M-V/def2-TZVPD) for a single C4H7NO molecule at a distorted geometry.

XYZ file:
```
13
Properties=species:S:1:pos:R:3
C 2.005 0.368 0.082
O 0.990 -0.646 0.255
C -0.264 -0.359 -0.364
C -1.698 -0.838 0.172
C -0.568 1.046 -0.122
N -0.839 2.025 0.428
H 1.563 1.365 -0.014
H 2.647 0.195 -0.794
H 2.635 0.377 0.977
H -0.229 -0.762 -1.382
H -1.830 -1.899 0.013
H -1.960 -0.556 1.202
H -2.453 -0.316 -0.452
```

## Properties
**SMILES string**: CO[C@@H](C)C#N
**Kohn-Sham gap**: 11.5 eV
**Maximum force**: 1.659 eV/A
**DFT total energy**: -7797.1197 eV
**HOMO energy**: -0.3890 Eh
**Relative energy (zero: lowest compared OMol25 entry of this formula, charge and spin)**: 58.2 kcal per mole

=====

Entry 8:
Density functional theory data (ωB97M-V/def2-TZVPD) for a single C4H7NO molecule.

XYZ file:
```
13
Properties=species:S:1:pos:R:3
C 2.105 0.494 0.107
O 1.255 -0.666 -0.059
C 0.084 -0.383 -0.595
C -1.950 -0.582 0.234
C -0.740 0.665 -0.059
N -0.780 1.765 0.436
H 1.510 1.414 0.086
H 2.803 0.467 -0.733
H 2.643 0.404 1.050
H -0.280 -1.139 -1.275
H -1.828 -1.652 0.064
H -2.191 -0.391 1.278
H -2.729 -0.203 -0.432
```

## Properties
**Kohn-Sham gap (spin up / spin down)**: 7.3 / 7.3 eV
**Maximum force**: 0.801 eV/A
**DFT total energy**: -7794.0959 eV
**HOMO energy (spin up / spin down)**: -0.2813 / -0.2819 Eh
**Relative energy (zero: lowest compared OMol25 entry of this formula, charge and spin)**: 128.0 kcal per mole

=====

Entry 9:
Density functional theory data (ωB97M-V/def2-TZVPD) for 2 unconnected molecules or ions with the total composition C4H7NO.

XYZ file:
```
13
Properties=species:S:1:pos:R:3
C -1.043 -0.194 0.303
N 1.479 1.105 -1.468
C -0.304 -0.378 1.433
C -2.061 -0.291 -0.503
C 1.013 -0.788 1.331
O 0.761 0.503 -0.501
H 1.482 0.579 -2.340
H 1.275 2.091 -1.611
H -0.634 0.131 2.334
H -2.138 0.314 -1.400
H -2.874 -0.983 -0.298
H 1.345 -1.475 0.570
H 1.699 -0.614 2.151
```

## Properties
**Kohn-Sham gap (spin up / spin down)**: 8.5 / 7.8 eV
**Maximum force**: 0.859 eV/A
**DFT total energy**: -7792.8480 eV
**HOMO energy (spin up / spin down)**: -0.3046 / -0.2776 Eh
**Relative energy (zero: lowest compared OMol25 entry of this formula, charge and spin)**: 156.7 kcal per mole

=====

Entry 10:
Density functional theory data (ωB97M-V/def2-TZVPD) for 2 unconnected molecules or ions with the total composition C4H7NO.

XYZ file:
```
13
Properties=species:S:1:pos:R:3
O 2.410 1.724 -0.601
C 0.535 -0.360 -0.173
C -0.225 -1.646 0.090
C -1.204 -0.597 -0.247
N -1.511 0.164 0.960
C -0.297 0.643 0.351
H 2.877 1.525 0.219
H 1.947 0.880 -0.792
H -0.345 -1.983 1.121
H -0.006 -2.437 -0.622
H -1.739 -0.445 -1.177
H -2.256 0.841 0.797
H -0.184 1.691 0.075
```

## Properties
**Kohn-Sham gap**: 9.4 eV
**Maximum force**: 0.563 eV/A
**DFT total energy**: -7794.4344 eV
**HOMO energy**: -0.3151 Eh
**Relative energy (zero: lowest compared OMol25 entry of this formula, charge and spin)**: 120.1 kcal per mole

=====

Entry 11:
Density functional theory data (ωB97M-V/def2-TZVPD) for a single C4H7NO molecule.

XYZ file:
```
13
Properties=species:S:1:pos:R:3
O -0.579 -2.456 1.832
C -0.723 -1.499 1.106
C 0.489 -0.908 0.412
N 0.289 -0.058 -0.766
C 0.775 1.315 -0.821
C -0.680 1.028 -0.807
H -1.712 -0.997 1.021
H 1.098 -1.770 0.116
H 1.054 -0.488 1.271
H 1.260 1.633 -1.747
H 1.220 1.794 0.050
H -1.273 1.252 0.082
H -1.216 1.153 -1.749
```

## Properties
**SMILES string**: O=CCN1CC1
**Kohn-Sham gap**: 10.4 eV
**Maximum force**: 0.695 eV/A
**DFT total energy**: -7796.9288 eV
**HOMO energy**: -0.3440 Eh
**Relative energy (zero: lowest compared OMol25 entry of this formula, charge and spin)**: 62.6 kcal per mole

=====

Entry 12:
Density functional theory data (ωB97M-V/def2-TZVPD) for a molecular structure, C4H7NO.

XYZ file:
```
13
Properties=species:S:1:pos:R:3
C 1.332 0.822 0.541
N -0.264 0.741 1.297
C 0.124 0.182 0.006
C -0.144 -1.286 -0.315
O -0.933 -0.920 -1.451
C -0.679 0.483 -1.250
H 0.517 1.587 1.352
H 1.912 0.073 1.101
H -0.204 0.060 2.050
H -0.721 -1.856 0.426
H 0.747 -1.859 -0.600
H -1.599 1.056 -1.094
H -0.088 0.917 -2.064
```

## Properties
**Kohn-Sham gap**: 9.8 eV
**Maximum force**: 0.398 eV/A
**DFT total energy**: -7793.7817 eV
**HOMO energy**: -0.3290 Eh
**Relative energy (zero: lowest compared OMol25 entry of this formula, charge and spin)**: 135.2 kcal per mole

=====

Entry 13:
Density functional theory data (ωB97M-V/def2-TZVPD) for a single C4H7NO molecule at a distorted geometry.

XYZ file:
```
13
Properties=species:S:1:pos:R:3
O -0.864 2.786 1.579
C -1.016 1.748 0.982
N -0.007 1.004 0.385
C -0.289 -0.308 -0.127
C 0.926 -1.194 -0.060
C 0.332 -0.806 -1.388
H -2.014 1.273 0.872
H 0.779 0.781 0.973
H -1.255 -0.709 0.175
H 1.889 -0.720 0.157
H 0.822 -2.184 0.363
H -0.205 -1.574 -1.930
H 0.902 -0.097 -1.981
```

## Properties
**SMILES string**: O=CNC1CC1
**Kohn-Sham gap**: 10.7 eV
**Maximum force**: 1.650 eV/A
**DFT total energy**: -7797.7739 eV
**HOMO energy**: -0.3559 Eh
**Relative energy (zero: lowest compared OMol25 entry of this formula, charge and spin)**: 43.1 kcal per mole

=====

Entry 14:
Density functional theory data (ωB97M-V/def2-TZVPD) for a single C4H7NO molecule at a distorted geometry.

XYZ file:
```
13
Properties=species:S:1:pos:R:3
C -1.514 0.154 0.012
N -1.462 -1.083 -0.128
O -0.236 -1.674 -0.449
C 0.785 -0.994 0.368
C 1.052 0.283 -0.402
C -0.316 1.068 -0.102
H -2.540 0.434 0.137
H 1.667 -1.634 0.583
H 0.392 -0.800 1.400
H 1.196 -0.124 -1.421
H 1.943 0.830 -0.002
H -0.414 1.726 0.870
H -0.553 1.815 -0.867
```

## Properties
**SMILES string**: C1=NOCCC1
**Kohn-Sham gap**: 10.2 eV
**Maximum force**: 2.672 eV/A
**DFT total energy**: -7796.2161 eV
**HOMO energy**: -0.3401 Eh
**Relative energy (zero: lowest compared OMol25 entry of this formula, charge and spin)**: 79.1 kcal per mole

=====

Entry 15:
Density functional theory data (ωB97M-V/def2-TZVPD) for a molecular structure, C4H7NO at a distorted geometry.

XYZ file:
```
13
Properties=species:S:1:pos:R:3
C -1.765 -1.003 0.431
C -0.509 -0.471 -0.222
O -0.176 0.746 0.425
C 1.091 1.197 0.199
C 1.943 0.632 -0.619
N 2.657 0.300 -1.578
H -2.558 -0.251 0.401
H -2.110 -1.899 -0.092
H -1.570 -1.260 1.477
H -0.661 -0.289 -1.297
H 0.320 -1.190 -0.122
H 1.307 2.168 0.619
H 2.073 1.154 -1.957
```

## Properties
**Kohn-Sham gap**: 9.1 eV
**Maximum force**: 3.323 eV/A
**DFT total energy**: -7795.6859 eV
**HOMO energy**: -0.3042 Eh
**Relative energy (zero: lowest compared OMol25 entry of this formula, charge and spin)**: 91.3 kcal per mole

=====

Entry 16:
Density functional theory data (ωB97M-V/def2-TZVPD) for 2 unconnected molecules or ions with the total composition C4H7NO at a distorted geometry.

XYZ file:
```
13
Properties=species:S:1:pos:R:3
C -2.227 -0.475 0.665
N -1.461 0.655 1.059
C -0.793 1.554 1.403
C 1.483 0.415 -0.532
C 1.893 -0.511 0.522
O 0.768 -0.792 -0.298
H -1.549 -1.225 0.252
H -2.959 -0.182 -0.092
H -2.752 -0.873 1.536
H 0.959 1.326 -0.250
H 2.035 0.447 -1.470
H 2.753 -1.161 0.366
H 1.665 -0.265 1.559
```

## Properties
**Kohn-Sham gap**: 11.4 eV
**Maximum force**: 1.165 eV/A
**DFT total energy**: -7796.2841 eV
**HOMO energy**: -0.3816 Eh
**Relative energy (zero: lowest compared OMol25 entry of this formula, charge and spin)**: 77.5 kcal per mole

=====

Entry 17:
Density functional theory data (ωB97M-V/def2-TZVPD) for 2 unconnected molecules or ions with the total composition C4H7NO at a distorted geometry.

XYZ file:
```
13
Properties=species:S:1:pos:R:3
C 1.180 -0.542 0.750
C -0.304 -0.662 0.514
O -0.900 -1.712 0.568
C -1.120 0.622 0.272
C -0.369 1.741 -0.295
N 0.246 2.610 -0.747
H 1.640 -1.526 0.652
H 1.651 0.172 0.068
H 1.342 -0.176 1.771
H -1.539 0.928 1.238
H -1.963 0.367 -0.378
H 0.242 -0.605 -2.330
H -0.105 -1.216 -2.085
```

## Properties
**SMILES string**: CC(=O)CC#N.[H][H]
**Kohn-Sham gap**: 11.1 eV
**Maximum force**: 1.146 eV/A
**DFT total energy**: -7797.7584 eV
**HOMO energy**: -0.3822 Eh
**Relative energy (zero: lowest compared OMol25 entry of this formula, charge and spin)**: 43.5 kcal per mole